Below is 9 unconnected molecules or ions with the total composition C42H56ClF3O32S2, with properties calculated with ωB97M-V/def2-TZVPD.

XYZ file:
```
136
Properties=species:S:1:pos:R:3:mulliken_charge:R:1
C 2.645 2.874 2.087 -0.951
C 1.906 2.733 0.905 -0.806
C 1.188 1.484 0.371 0.252
C 2.270 0.599 -0.366 -1.859
C 1.665 -0.070 -1.659 -0.567
C 2.608 0.054 -2.864 -0.297
O 2.950 -0.901 -3.429 -0.496
O 3.017 1.314 -3.310 -0.324
C 2.247 1.696 -4.425 0.633
C 1.503 3.042 -4.335 -0.938
O 2.176 1.064 -5.401 -0.483
C 3.092 -0.394 0.528 1.709
S 4.691 0.490 0.910 -0.424
C 3.486 -1.748 -0.154 -0.495
C 4.766 -2.430 0.416 -1.268
C 4.817 -3.953 0.053 0.235
C 3.552 -4.759 0.479 -0.606
O 3.115 -5.567 -0.624 -0.460
C 1.930 -5.099 -1.242 -0.296
S 2.248 -0.720 2.124 1.837
O 2.412 -2.124 2.386 -0.718
O 2.812 -0.014 3.236 -0.743
O 0.658 -0.513 1.908 -0.695
C 0.221 0.716 1.320 2.373
C -1.031 0.311 0.433 -0.682
C -1.490 -1.142 0.694 0.426
O -0.960 -2.022 0.176 -0.452
Cl -2.885 -1.526 1.738 -0.197
C -0.389 1.556 2.488 -0.032
F 0.377 1.581 3.558 -0.219
F -1.506 0.915 2.913 -0.268
F -0.793 2.760 2.127 -0.258
H 3.738 2.791 2.176 0.281
H 2.113 3.154 3.014 0.155
H 1.888 3.628 0.253 0.460
H 0.556 1.859 -0.454 0.576
H 3.000 1.333 -0.757 1.219
H 0.760 0.488 -1.976 0.200
H 1.340 -1.104 -1.502 0.257
H 2.110 3.781 -4.882 0.333
H 0.563 2.912 -4.888 0.333
H 1.343 3.347 -3.293 0.262
H 5.093 0.022 2.125 0.254
H 2.610 -2.410 -0.086 -0.151
H 3.699 -1.626 -1.230 0.616
H 5.674 -2.001 -0.033 0.407
H 4.785 -2.318 1.512 0.484
H 5.065 -4.052 -1.018 0.499
H 5.690 -4.369 0.590 -0.420
H 2.755 -4.154 0.937 0.643
H 3.882 -5.471 1.260 0.127
H 1.576 -4.123 -0.871 -0.022
H 1.116 -5.841 -1.142 0.293
H 2.103 -4.985 -2.332 0.263
H -1.853 1.035 0.525 0.681
H -0.773 0.298 -0.635 -0.662
O -7.553 1.634 4.129 -0.556
C -6.437 1.571 4.537 0.624
O -5.785 2.590 5.154 -0.330
C -4.569 2.065 5.695 0.092
C -4.326 0.855 4.830 0.038
O -5.647 0.470 4.445 -0.353
H -3.767 2.797 5.633 0.005
H -4.731 1.805 6.744 0.203
H -3.752 1.090 3.932 -0.002
H -3.828 0.050 5.367 0.337
O 7.578 -4.934 0.700 -0.551
C 7.470 -5.908 1.373 0.626
O 8.300 -6.981 1.314 -0.340
C 7.985 -7.831 2.418 -0.338
C 6.559 -7.454 2.728 -0.343
O 6.496 -6.093 2.302 -0.278
H 8.094 -8.878 2.144 0.296
H 8.667 -7.607 3.241 0.261
H 5.836 -8.038 2.153 0.270
H 6.321 -7.541 3.786 0.315
O -2.262 2.565 -1.970 -0.553
C -3.117 1.835 -2.375 0.570
O -2.885 0.612 -2.911 -0.083
C -4.154 -0.041 -3.056 0.510
C -5.111 1.115 -3.117 -0.097
O -4.437 2.122 -2.351 -0.361
H -4.180 -0.653 -3.951 -0.433
H -4.324 -0.679 -2.186 0.179
H -5.257 1.484 -4.134 0.297
H -6.080 0.880 -2.683 0.016
O 1.674 8.246 4.528 -0.559
C 0.804 7.538 4.134 0.603
O 1.000 6.312 3.582 -0.332
C -0.280 5.690 3.454 0.547
C -1.221 6.864 3.417 -0.392
O -0.519 7.848 4.179 -0.337
H -0.329 5.085 2.552 -0.090
H -0.447 5.048 4.322 -0.015
H -1.378 7.244 2.405 0.309
H -2.188 6.641 3.865 0.282
O -7.445 -2.259 -2.720 -0.493
C -8.130 -1.605 -2.005 0.599
O -7.917 -0.287 -1.734 -0.239
C -9.064 0.198 -1.031 -0.373
C -9.635 -1.058 -0.425 -0.359
O -9.225 -2.067 -1.350 -0.349
H -8.778 0.933 -0.281 0.347
H -9.744 0.666 -1.746 0.273
H -9.208 -1.283 0.554 0.254
H -10.720 -1.028 -0.340 0.301
O -2.431 4.508 6.425 -0.476
C -1.716 5.077 7.190 0.500
O -0.442 5.449 6.910 -0.207
C 0.003 6.297 7.971 -0.380
C -0.883 5.880 9.116 -0.347
O -2.066 5.435 8.449 -0.348
H 1.060 6.138 8.177 0.322
H -0.148 7.338 7.678 0.284
H -0.467 5.048 9.689 0.262
H -1.106 6.700 9.795 0.300
O -4.342 -1.911 -5.946 -0.553
C -3.345 -2.432 -5.560 0.653
O -3.205 -3.014 -4.339 -0.285
C -1.961 -3.716 -4.336 -0.185
C -1.174 -2.995 -5.401 -0.130
O -2.196 -2.519 -6.277 -0.321
H -1.489 -3.665 -3.356 0.196
H -2.146 -4.762 -4.587 0.274
H -0.620 -2.139 -5.007 0.086
H -0.484 -3.649 -5.930 0.293
O 1.283 -2.391 -10.793 -0.521
C 1.993 -1.823 -10.030 0.625
O 3.261 -1.419 -10.313 -0.345
C 3.697 -0.584 -9.240 -0.352
C 2.829 -1.036 -8.095 0.073
O 1.648 -1.492 -8.757 -0.267
H 4.758 -0.725 -9.044 0.315
H 3.523 0.460 -9.511 0.288
H 3.267 -1.869 -7.541 0.218
H 2.598 -0.233 -7.399 0.007
```

Output
Max |F|   4.02 eV Å⁻¹
Energy   -152321.8040 eV
Charge   0
HOMO level   -7.85 eV
Orbital gap   6.943 eV

---

Below is a molecular structure, FHMgO2P, with properties calculated with ωB97M-V/def2-TZVPD.

XYZ file:
```
6
Properties=species:S:1:pos:R:3:mulliken_charge:R:1
P 1.706 0.946 0.089 0.140
O 2.575 -0.347 -0.098 -0.616
O 0.194 -0.098 0.201 -0.442
F -3.466 0.301 -0.186 -0.630
Mg -1.678 0.222 -0.025 1.198
H 0.670 -1.024 0.019 0.349
```

Output
Max |F|   2.89 eV Å⁻¹
Energy   -21563.3558 eV
Expectation value of S²   0.75
Charge   0
HOMO level (spin up / spin down)   -6.40 / -9.94 eV
Multiplicity   2
Orbital gap (spin up / spin down)   4.945 / 8.471 eV

---

Below is a single C23H35N3O4S molecule, with properties calculated with ωB97M-V/def2-TZVPD.

XYZ file:
```
66
Properties=species:S:1:pos:R:3:mulliken_charge:R:1
O -0.719 -0.860 -2.468 -0.719
C -1.025 -0.556 -1.331 -0.449
N -1.948 -1.221 -0.604 0.490
C -2.678 -2.364 -1.098 -0.095
C -2.352 -3.634 -0.297 -1.152
C -2.228 -3.468 1.221 -0.631
C -3.359 -2.710 1.931 -0.455
C -4.723 -2.762 1.243 -0.987
C -4.873 -1.726 0.130 0.217
C -4.185 -2.088 -1.184 -1.211
C -0.331 0.527 -0.556 1.133
C 1.052 0.534 -0.639 -0.895
C 1.797 1.364 0.175 -0.453
S 3.574 1.373 0.038 1.458
O 4.130 1.930 1.242 -0.732
O 3.966 1.952 -1.212 -0.753
N 3.886 -0.282 -0.059 0.154
C 5.146 -0.621 -0.691 -0.538
C 5.179 -2.136 -0.894 -0.664
O 5.026 -2.813 0.334 -0.391
C 3.818 -2.464 0.963 -0.676
C 3.735 -0.955 1.212 -0.538
C 1.169 2.183 1.093 -1.242
C -0.211 2.230 1.143 -0.912
C -0.997 1.441 0.292 1.004
N -2.381 1.498 0.287 0.868
C -3.065 1.640 -0.990 -0.920
C -3.234 3.115 -1.363 -0.816
C -4.014 3.848 -0.276 -0.825
C -3.298 3.680 1.062 -0.578
C -3.094 2.189 1.343 -1.280
H -2.164 -0.896 0.324 -0.119
H -2.318 -2.511 -2.124 0.483
H -3.115 -4.379 -0.525 0.368
H -1.399 -4.032 -0.652 0.431
H -2.162 -4.475 1.639 0.452
H -1.281 -2.971 1.447 0.237
H -3.085 -1.660 2.063 0.090
H -3.458 -3.128 2.936 0.455
H -4.915 -3.763 0.855 0.359
H -5.488 -2.555 1.996 0.430
H -5.937 -1.595 -0.085 0.419
H -4.498 -0.765 0.491 -0.397
H -4.661 -2.978 -1.602 0.507
H -4.341 -1.272 -1.893 0.353
H 1.548 -0.133 -1.325 0.648
H 5.190 -0.087 -1.640 0.411
H 5.994 -0.314 -0.061 0.327
H 6.141 -2.452 -1.298 0.360
H 4.373 -2.427 -1.584 0.320
H 3.794 -3.014 1.905 0.347
H 2.966 -2.768 0.335 0.335
H 2.763 -0.684 1.627 0.385
H 4.522 -0.643 1.913 0.312
H 1.774 2.795 1.743 0.536
H -0.674 2.907 1.842 0.433
H -2.504 1.129 -1.771 0.601
H -4.050 1.169 -0.902 0.333
H -3.753 3.186 -2.319 0.399
H -2.246 3.567 -1.477 0.299
H -4.105 4.907 -0.524 0.409
H -5.022 3.431 -0.207 0.305
H -2.333 4.187 1.017 0.303
H -3.882 4.126 1.869 0.415
H -2.577 2.031 2.291 0.656
H -4.080 1.713 1.419 0.387
```

Output
Max |F|   1.08 eV Å⁻¹
Energy   -47915.0121 eV
Charge   0
Energy above the lowest of the compared OMol25 structures with the same formula, charge and spin   175.8 kJ/mol
HOMO level   -8.35 eV
Orbital gap   8.856 eV

---

Below is a molecular structure, C45H28F9N3O8PRhS2, with properties calculated with ωB97M-V/def2-TZVPD.

XYZ file:
```
97
Properties=species:S:1:pos:R:3:mulliken_charge:R:1
Rh 0.601 0.387 0.095 -0.314
S 0.845 -0.466 2.421 0.013
C 1.537 -1.819 1.603 0.944
C 2.005 -2.960 2.254 -1.419
C 2.514 -3.987 1.489 -0.460
C 2.547 -3.846 0.103 -0.945
C 2.088 -2.671 -0.463 -0.744
N 1.588 -1.683 0.267 0.667
H 1.963 -3.007 3.330 0.587
H 2.879 -4.892 1.953 0.570
H 2.934 -4.633 -0.523 0.526
H 2.115 -2.516 -1.534 0.432
O 1.909 4.408 -0.735 -0.721
C 1.087 3.521 -0.573 0.084
O 1.358 2.280 -0.601 -0.685
C -0.362 3.954 -0.388 0.147
C -0.597 5.307 -0.332 0.034
C -1.899 5.801 -0.257 -0.852
C -2.973 4.928 -0.300 -0.486
C -2.751 3.566 -0.308 -0.307
C -1.426 3.001 -0.304 -0.462
O -1.257 1.752 -0.249 1.172
N -3.882 2.696 -0.316 0.778
O -4.915 3.119 -0.794 -0.644
O -3.767 1.580 0.160 -0.368
N -2.126 7.211 -0.121 1.056
O -3.276 7.598 -0.135 -0.651
O -1.154 7.924 0.015 -0.632
H 0.242 5.990 -0.348 0.655
H -3.986 5.305 -0.290 0.638
F -5.528 1.826 -4.823 -0.249
C -5.204 0.523 -4.822 0.770
F -6.358 -0.155 -4.859 -0.279
F -4.590 0.294 -5.997 -0.278
C -4.338 0.153 -3.647 0.161
C -4.905 -0.379 -2.497 -1.015
C -4.108 -0.655 -1.400 -0.394
C -2.742 -0.403 -1.455 0.816
C -2.179 0.116 -2.616 -0.343
C -2.972 0.399 -3.713 -0.927
P -1.607 -0.726 -0.057 1.727
C -2.571 -0.602 1.485 0.766
C -3.572 -1.519 1.795 -0.253
C -4.266 -1.409 2.986 -1.348
C -3.939 -0.401 3.884 0.314
C -2.937 0.513 3.589 -1.039
C -2.264 0.412 2.386 -0.651
C -4.681 -0.345 5.192 0.663
F -4.446 -1.438 5.945 -0.264
F -4.353 0.707 5.948 -0.287
F -6.011 -0.299 5.019 -0.260
C -1.382 -2.529 -0.222 0.909
C -1.242 -3.072 -1.498 -1.052
C -0.847 -4.382 -1.668 -1.262
C -0.561 -5.159 -0.550 0.600
C -0.705 -4.636 0.730 -1.142
C -1.111 -3.326 0.891 -0.444
C -0.080 -6.567 -0.743 0.772
F 0.646 -6.705 -1.865 -0.283
F 0.708 -6.984 0.262 -0.262
F -1.084 -7.455 -0.831 -0.275
H -5.967 -0.571 -2.459 0.474
H -4.562 -1.024 -0.495 0.346
H -1.116 0.325 -2.638 0.262
H -2.543 0.811 -4.614 0.471
H -3.803 -2.332 1.121 0.586
H -5.060 -2.102 3.219 0.448
H -2.691 1.294 4.292 0.573
H -1.487 1.123 2.139 0.692
H -1.437 -2.452 -2.362 0.540
H -0.744 -4.799 -2.657 0.492
H -0.482 -5.250 1.589 0.465
H -1.212 -2.910 1.883 0.557
O 3.406 0.185 2.103 -0.679
S 3.354 0.793 0.763 1.393
C 4.546 2.155 0.793 0.423
C 5.467 2.222 1.821 -0.435
C 6.385 3.260 1.825 -0.752
C 6.362 4.209 0.815 -0.448
C 5.424 4.131 -0.202 -0.979
C 4.507 3.094 -0.217 -0.158
C 4.391 -0.281 -0.265 0.327
C 4.570 0.016 -1.605 -0.208
C 5.370 -0.809 -2.377 -0.840
C 5.965 -1.928 -1.813 -0.524
C 5.760 -2.226 -0.475 -0.812
C 4.971 -1.398 0.305 -0.188
H 5.446 1.473 2.599 0.480
H 7.111 3.332 2.620 0.416
H 7.070 5.024 0.826 0.395
H 5.393 4.884 -0.973 0.442
H 3.746 3.050 -0.980 0.125
H 4.103 0.890 -2.032 0.463
H 5.532 -0.577 -3.420 0.441
H 6.594 -2.565 -2.416 0.412
H 6.215 -3.100 -0.036 0.464
H 4.806 -1.595 1.354 0.529
```

Output
Max |F|   3.33 eV Å⁻¹
Energy   -126389.0896 eV
Charge   0
HOMO level (spin up / spin down)   -8.53 / -8.57 eV
Orbital gap (spin up / spin down)   5.627 / 5.897 eV

---

> Which formula does entry 2 have?

FHMgO2P

---

> What is the max |F| in the fourth record?

3.33 eV Å⁻¹